Formula: C18H11Cl6NOPd
Source: the Open Molecules 2025 dataset
Level of theory: ωB97M-V with the def2-TZVPD basis set

Geometry as ORCA input:
```
! wB97M-V def2-TZVPD RIJCOSX def2/J DEFGRID3
* xyz 0 1
Pd -0.962 -0.064 0.779
Cl 3.427 5.232 2.832
C 2.640 3.951 1.983
C 1.841 3.039 2.656
Cl 1.611 3.182 4.364
C 1.227 2.008 1.959
Cl 0.229 0.844 2.825
C 1.372 1.808 0.573
O 0.814 0.855 -0.086
C 2.180 2.774 -0.081
Cl 2.352 2.603 -1.793
C 2.797 3.807 0.600
Cl 3.768 4.942 -0.265
Cl -1.156 1.003 -4.617
C -1.735 0.673 -3.021
C -2.041 -0.647 -2.684
C -2.493 -0.917 -1.412
C -2.667 0.127 -0.477
C -2.968 -0.171 0.910
C -2.343 1.442 -0.852
C -1.867 1.717 -2.129
H -1.899 -1.435 -3.409
H -2.711 -1.935 -1.114
H -3.367 -1.150 1.152
H -3.346 0.635 1.531
H -2.461 2.242 -0.133
H -1.589 2.720 -2.419
C 1.328 -4.614 -0.088
C 1.832 -3.434 -0.606
C 1.242 -2.236 -0.233
N 0.209 -2.174 0.606
C -0.272 -3.315 1.105
C 0.254 -4.556 0.789
H 1.766 -5.566 -0.359
H 2.670 -3.430 -1.290
H 1.593 -1.280 -0.607
H -1.107 -3.226 1.789
H -0.169 -5.452 1.221
*
```

Output
M ... 576.4 g mol⁻¹
Energy ... -3711.53288 Eh
HOMO level ... -7.663 eV
Strongest force on any atom ... 0.0252 Eh/bohr
Energy relative to the best compared isomer or geometry (same formula, charge and spin) ... 1.055 eV
Kohn-Sham gap ... 6.721 eV


Formula: C18H11ClN3O8RhSbSe4
Source: the Open Molecules 2025 dataset
Level of theory: ωB97M-V with the def2-TZVPD basis set

Geometry as ORCA input:
```
! wB97M-V def2-TZVPD RIJCOSX def2/J DEFGRID3
* xyz -1 5
Rh -0.772 -0.213 0.583
O -2.901 3.331 0.591
C -2.183 2.226 0.798
O -1.878 1.480 -0.176
C -1.778 1.950 2.121
C -2.070 2.643 3.295
C -1.562 2.191 4.482
C -0.739 1.016 4.505
C -0.486 0.380 3.349
N -0.969 0.832 2.187
C 0.319 -0.857 3.136
O 0.926 -1.438 4.141
O 0.438 -1.356 2.041
H -3.054 3.377 -0.357
H -2.694 3.529 3.241
H -1.780 2.715 5.403
H -0.330 0.658 5.445
H 0.821 -0.908 4.937
O -3.658 -4.578 -1.980
C -2.583 -4.316 -2.684
O -2.307 -4.935 -3.684
C -1.709 -3.190 -2.188
C -0.538 -2.766 -2.796
Cl 0.214 -3.478 -4.142
N -0.024 -1.714 -2.100
N -0.824 -1.477 -1.043
C -1.830 -2.331 -1.074
C -2.832 -2.252 0.076
O -3.809 -3.025 0.061
O -2.587 -1.405 0.984
C 1.136 -0.849 -2.344
C 1.590 0.018 -1.346
C 2.676 0.845 -1.565
C 3.343 0.830 -2.778
C 2.885 -0.011 -3.778
C 1.786 -0.840 -3.574
H -3.731 -3.963 -1.172
H 1.113 0.084 -0.389
H 2.996 1.519 -0.781
H 4.195 1.486 -2.939
H 3.376 -0.023 -4.747
H 1.442 -1.446 -4.388
Se 3.505 3.523 1.966
Sb 5.187 3.897 -0.209
Se 1.471 2.862 1.380
Se 6.348 1.748 -0.288
Se 3.861 4.232 -2.202
*
```

Output
M ... 973.3 g mol⁻¹
⟨S²⟩ ... 6.05
Energy ... -11875.60714 Eh
HOMO level (spin up / spin down) ... -4.541 / -4.765 eV
Strongest force on any atom ... 0.0269 Eh/bohr
Energy relative to the best compared isomer or geometry (same formula, charge and spin) ... 1.013 eV
Kohn-Sham gap (spin up / spin down) ... 5.928 / 5.019 eV